(1)
DFT (ωB97M-V/def2-TZVPD) results for 4 unconnected molecules or ions with the total composition C16H24O12 at a distorted geometry.

Values from the calculation:
* maximum force: 6.1 eV Å⁻¹
* HOMO energy: -10.60 eV
* total energy: -1526.88345 Ha
* frontier orbital gap: 11.0 eV

Each line ends with the Mulliken charge.
Cartesian coordinates (Å):
C 5.296 3.406 -22.145  -1.39
C 4.437 3.640 -20.859  0.32
C 4.313 2.440 -19.880  -0.36
O 4.521 3.128 -18.614  -0.30
C 5.230 4.271 -18.792  0.65
O 5.953 4.794 -17.875  -0.58
O 5.256 4.585 -20.096  -0.34
H 5.630 4.362 -22.549  0.35
H 4.756 2.908 -22.950  0.37
H 6.287 3.006 -21.930  0.38
H 3.518 4.152 -21.144  0.29
H 5.108 1.800 -20.264  0.29
H 3.350 1.931 -19.931  0.31
C 0.098 -0.297 -13.206  -1.35
C 1.421 0.366 -13.284  0.55
C 1.561 1.827 -12.890  -0.46
O 2.781 1.983 -12.362  -0.28
C 3.263 0.737 -12.087  0.61
O 4.308 0.476 -11.435  -0.58
O 2.356 -0.213 -12.456  -0.31
H -0.667 0.333 -13.662  0.35
H -0.369 -0.647 -12.285  0.35
H 0.288 -1.190 -13.800  0.32
H 1.774 0.389 -14.315  0.21
H 1.003 2.153 -12.012  0.31
H 1.476 2.428 -13.795  0.29
C 0.024 -6.346 -7.302  -1.21
C 0.943 -6.532 -8.587  0.29
C 1.220 -8.006 -8.933  -0.43
O 0.927 -8.050 -10.316  -0.33
C 0.066 -7.048 -10.657  0.62
O -0.587 -6.868 -11.654  -0.51
O 0.096 -6.091 -9.636  -0.37
H -0.989 -6.229 -7.687  0.33
H 0.289 -5.359 -6.925  0.35
H 0.144 -7.049 -6.478  0.33
H 1.761 -5.852 -8.349  0.30
H 0.433 -8.642 -8.528  0.31
H 2.226 -8.258 -8.597  0.33
C -6.973 -1.705 -7.487  -1.24
C -5.800 -1.154 -8.391  0.41
C -6.067 -0.025 -9.309  -0.52
O -4.821 0.782 -9.267  -0.30
C -4.264 0.548 -8.168  0.67
O -3.319 1.134 -7.728  -0.55
O -4.911 -0.548 -7.582  -0.35
H -7.560 -2.426 -8.056  0.37
H -7.481 -0.854 -7.034  0.35
H -6.504 -2.310 -6.711  0.32
H -5.293 -1.871 -9.036  0.30
H -6.902 0.525 -8.876  0.27
H -6.311 -0.216 -10.354  0.29

(2)
DFT (ωB97M-V/def2-TZVPD) results for 5 unconnected molecules or ions with the total composition C45H83N4O6S at a distorted geometry.

Values from the calculation:
* maximum force: 1.1 eV Å⁻¹
* HOMO energy: -10.81 eV
* total energy: -2832.79612 Ha
* frontier orbital gap: 7.5 eV
* net charge: +1

Each line ends with the Mulliken charge.
Cartesian coordinates (Å):
C -2.062 2.691 -0.139  -0.70
C -2.217 4.157 -0.489  -0.93
C -2.525 4.402 -1.955  0.77
C -2.522 5.889 -2.325  -1.02
C -1.765 6.269 -3.595  -0.94
C -0.314 5.776 -3.684  -0.36
C 0.047 5.013 -4.958  -1.14
C -0.838 3.816 -5.288  -0.79
C -0.251 2.514 -4.759  -0.90
C -1.165 1.298 -4.942  -1.16
C -1.864 0.810 -3.664  0.67
C -2.012 -0.741 -3.538  -1.97
C -1.403 -1.287 -2.276  1.03
C -2.177 -1.403 -1.110  -1.11
C -1.646 -1.884 0.080  -0.50
C -0.301 -2.261 0.138  -0.26
C 0.369 -2.808 1.367  -1.57
C 0.079 -2.102 2.698  -0.33
C -0.266 -0.630 2.627  0.84
C -0.167 0.022 4.010  -0.10
C 1.164 0.739 4.260  -0.64
C 1.060 2.245 4.079  -1.34
C 0.804 2.719 2.654  0.15
S 1.926 1.947 1.475  -0.32
C 2.425 3.300 0.531  0.53
N 1.888 4.466 0.380  -0.13
N 2.696 5.152 -0.526  -0.63
C 3.634 4.318 -0.834  0.02
O 3.548 3.120 -0.197  -0.18
C 0.431 -2.126 -1.038  -0.30
N -0.100 -1.670 -2.198  0.65
C 0.755 -1.678 -3.400  -0.56
C 2.266 -1.692 -3.170  -0.26
O 2.821 -1.710 -4.477  -0.64
C 2.829 -0.530 -2.327  -1.13
N 2.047 0.683 -2.218  -0.24
H -2.945 2.131 -0.441  0.49
H -1.954 2.557 0.933  0.34
H -1.195 2.247 -0.625  -0.20
H -1.324 4.710 -0.209  0.40
H -3.037 4.561 0.103  0.30
H -1.818 3.841 -2.559  -0.80
H -3.511 3.988 -2.161  0.53
H -3.551 6.215 -2.437  0.37
H -2.097 6.451 -1.496  0.44
H -2.334 5.926 -4.457  0.42
H -1.767 7.352 -3.659  0.40
H -0.061 5.170 -2.817  0.08
H 0.337 6.641 -3.619  0.46
H 0.082 5.705 -5.793  0.35
H 1.061 4.638 -4.824  0.48
H -1.832 3.923 -4.863  0.47
H -0.974 3.723 -6.362  0.43
H -0.032 2.662 -3.702  0.23
H 0.714 2.338 -5.232  0.58
H -0.643 0.481 -5.433  0.55
H -1.941 1.598 -5.641  0.62
H -2.855 1.244 -3.597  0.67
H -1.324 1.178 -2.799  -0.60
H -1.605 -1.225 -4.415  0.54
H -3.063 -0.979 -3.452  0.58
H -3.210 -1.105 -1.156  0.62
H -2.263 -1.967 0.953  0.96
H 1.438 -2.760 1.176  0.39
H 0.131 -3.864 1.462  0.43
H 0.971 -2.225 3.306  0.59
H -0.724 -2.608 3.227  0.10
H -1.289 -0.530 2.272  -0.08
H 0.363 -0.104 1.911  -0.35
H -1.002 0.707 4.136  0.61
H -0.299 -0.758 4.747  -0.33
H 1.494 0.553 5.278  0.41
H 1.941 0.308 3.634  0.28
H 0.234 2.602 4.687  0.41
H 1.957 2.717 4.471  0.43
H -0.203 2.454 2.361  -0.62
H 0.889 3.796 2.581  0.86
H 4.459 4.463 -1.501  0.45
H 1.461 -2.428 -1.065  0.62
H 0.513 -0.853 -4.053  0.03
H 0.519 -2.592 -3.936  0.64
H 2.563 -2.647 -2.749  0.47
H 2.817 -0.818 -4.835  0.38
H 3.027 -0.878 -1.318  0.48
H 3.799 -0.282 -2.745  0.51
H 1.381 0.679 -1.461  0.01
H 1.616 0.987 -3.074  0.18
C -1.527 -3.019 8.636  -0.57
C -1.392 -4.144 7.610  -0.61
C -1.095 -3.362 6.337  0.26
O -0.383 -2.191 6.741  -0.38
C -0.455 -2.045 8.164  -0.47
H -1.375 -3.343 9.663  0.35
H -2.516 -2.560 8.566  0.27
H -0.548 -4.787 7.865  0.28
H -2.280 -4.768 7.522  0.37
H -2.020 -3.058 5.835  -0.29
H -0.483 -3.920 5.626  0.23
H 0.521 -2.290 8.594  0.28
H -0.685 -1.006 8.399  0.28
C -6.049 -1.813 2.937  -0.70
C -5.498 -0.814 3.956  -0.72
C -4.022 -1.182 3.984  0.19
O -3.705 -1.656 2.667  -0.34
C -4.913 -1.876 1.927  -0.43
H -6.991 -1.507 2.488  0.37
H -6.194 -2.788 3.404  0.28
H -5.629 0.207 3.592  0.30
H -5.965 -0.888 4.936  0.40
H -3.828 -1.985 4.701  -0.08
H -3.371 -0.340 4.221  0.03
H -5.013 -1.087 1.172  0.25
H -4.846 -2.839 1.418  0.29
C 6.694 0.936 2.960  -0.59
C 7.118 -0.216 3.872  -0.62
C 5.885 -0.381 4.752  -0.50
O 4.765 -0.013 3.941  -0.33
C 5.218 0.629 2.749  0.15
H 7.252 0.986 2.026  0.38
H 6.812 1.889 3.479  0.28
H 7.288 -1.120 3.283  0.25
H 8.019 -0.012 4.447  0.36
H 5.926 0.284 5.621  0.30
H 5.744 -1.402 5.105  0.28
H 5.075 -0.057 1.904  0.07
H 4.613 1.518 2.573  -0.05
C 1.508 -5.882 -7.227  -0.54
C 1.102 -5.533 -5.795  -0.41
C -0.213 -4.798 -6.026  -0.06
O -0.797 -5.367 -7.187  -0.46
C 0.157 -6.197 -7.858  -0.51
H 2.206 -6.714 -7.294  0.35
H 1.961 -5.015 -7.711  0.26
H 0.930 -6.444 -5.218  0.29
H 1.839 -4.928 -5.267  0.25
H -0.038 -3.728 -6.207  0.08
H -0.912 -4.899 -5.191  0.21
H -0.119 -7.245 -7.708  0.28
H 0.121 -5.980 -8.925  0.29

(3)
DFT (ωB97M-V/def2-TZVPD) results for a single C3H5N3O molecule at a distorted geometry.

Values from the calculation:
* maximum force: 5.4 eV Å⁻¹
* HOMO energy: -8.64 eV
* total energy: -356.73845 Ha
* frontier orbital gap: 9.4 eV

Each line ends with the Mulliken charge.
Cartesian coordinates (Å):
N -1.018 -1.512 0.785  -0.55
C -0.090 -0.536 0.384  0.08
N 0.831 0.025 1.448  0.00
N 1.248 1.208 0.826  -0.61
C 0.853 1.246 -0.471  -0.27
C 0.102 0.080 -0.815  0.45
O -0.580 0.031 -2.029  -0.53
H -1.976 -1.171 0.937  0.25
H -0.929 -2.195 0.076  0.29
H 0.697 -0.099 2.518  0.31
H 1.269 2.005 -1.259  0.27
H -0.406 0.919 -2.400  0.32

(4)
DFT (ωB97M-V/def2-TZVPD) results for a single C4H9NS2 molecule at a distorted geometry.

Values from the calculation:
* maximum force: 3.1 eV Å⁻¹
* HOMO energy: -8.48 eV
* total energy: -1008.88041 Ha
* frontier orbital gap: 8.3 eV

Each line ends with the Mulliken charge.
Cartesian coordinates (Å):
C 1.044 2.680 0.088  -0.87
N 1.208 1.203 -0.087  -0.36
C 0.080 0.316 0.410  0.29
C 0.555 -1.097 0.426  -0.51
S 2.020 -1.545 -0.134  -0.19
C -1.195 0.436 -0.490  -0.80
S -2.651 -0.535 -0.017  -0.19
H 0.182 3.043 -0.479  0.30
H 1.902 3.213 -0.215  0.34
H 0.840 2.867 1.176  0.26
H 1.589 0.964 -0.964  0.25
H -0.055 0.616 1.427  0.36
H -0.121 -1.879 0.792  0.34
H -1.554 1.468 -0.501  0.32
H -0.801 0.060 -1.432  0.35
H -3.239 0.487 0.630  0.12

(5)
DFT (ωB97M-V/def2-TZVPD) results for a molecular structure, C24H29BrFIrN2O5S2Si2.

Values from the calculation:
* maximum force: 0.7 eV Å⁻¹
* HOMO energy: -1.50 eV
* total energy: -5571.37146 Ha
* frontier orbital gap: 5.8 eV
* net charge: -2

Each line ends with the Mulliken charge.
Cartesian coordinates (Å):
Ir -0.657 -1.293 1.184  2.31
C 2.505 2.802 3.122  -1.36
Si 1.147 1.661 2.478  0.52
C 1.841 -0.064 2.712  -0.32
C -0.328 2.023 3.576  -0.91
C 0.722 2.070 0.733  0.04
C -0.504 1.881 0.115  0.39
C -1.098 2.840 -0.789  -0.67
C -2.423 2.803 -1.079  -0.73
C -3.227 1.781 -0.546  -0.90
C -2.586 0.794 0.157  -0.37
N -1.265 0.747 0.425  -0.20
Si 1.151 0.801 -3.010  -0.01
C 1.485 2.570 -3.541  -0.97
C 1.981 -0.294 -4.304  -1.40
C -0.666 0.388 -3.022  -0.24
H 2.690 2.529 4.166  0.29
H 2.214 3.852 3.086  0.30
H 3.438 2.686 2.567  0.29
H 1.604 -0.471 3.696  0.34
H 2.926 -0.030 2.583  0.39
H 1.498 -0.796 1.973  -0.41
H -0.079 1.845 4.626  0.32
H -1.192 1.411 3.331  0.14
H -0.590 3.078 3.449  0.28
H -0.482 3.642 -1.160  0.42
H -2.854 3.570 -1.716  0.31
H -4.291 1.721 -0.721  0.45
H -3.160 -0.043 0.523  0.40
H 2.523 2.858 -3.358  0.29
H 0.847 3.278 -3.015  0.24
H 1.293 2.655 -4.614  0.33
H 3.054 -0.097 -4.361  0.32
H 1.547 -0.130 -5.294  0.34
H 1.845 -1.344 -4.038  0.32
H -1.292 1.274 -2.932  0.24
H -0.904 -0.270 -2.185  -0.44
H -0.920 -0.133 -3.949  0.46
Br 1.822 3.519 0.010  -0.33
C 2.060 0.241 -1.452  0.49
C 3.378 0.598 -1.178  -0.69
C 4.170 -0.260 -0.427  -0.45
C 3.661 -1.495 -0.065  -0.50
C 2.328 -1.765 -0.344  0.38
N 1.530 -0.883 -0.937  0.76
C 1.708 -3.151 -0.127  -0.37
O 2.501 -4.091 -0.022  -0.83
O 0.444 -3.181 -0.165  -0.51
H 3.778 1.530 -1.559  0.37
H 5.189 0.013 -0.175  0.39
H 4.253 -2.260 0.418  0.47
O -0.440 -1.281 5.002  -0.66
S -1.225 -1.857 3.933  0.92
O -2.418 -2.557 4.357  -0.66
O -1.591 -0.756 2.891  -0.86
S -0.109 -3.010 2.596  -0.43
F -5.514 -3.920 -1.430  -0.39
C -4.421 -3.354 -0.823  0.37
C -3.303 -3.085 -1.583  -0.76
C -2.200 -2.510 -0.965  0.27
C -2.224 -2.184 0.391  -0.57
C -3.361 -2.503 1.136  0.23
C -4.471 -3.086 0.526  -0.80
H -3.291 -3.334 -2.637  0.42
H -1.294 -2.341 -1.531  0.25
H -3.393 -2.300 2.197  0.24
H -5.357 -3.334 1.096  0.43

(6)
DFT (ωB97M-V/def2-TZVPD) results for a molecular structure, C3H2O2Yb at a distorted geometry.

Values from the calculation:
* maximum force: 4.9 eV Å⁻¹
* HOMO energy: -17.68 eV
* total energy: -1423.82121 Ha
* frontier orbital gap: 7.5 eV
* net charge: +2

Each line ends with the Mulliken charge.
Cartesian coordinates (Å):
H 0.057 1.735 -1.898  0.44
C 0.157 1.052 -1.066  0.09
C 0.229 0.651 0.134  -0.88
Yb 0.186 1.557 2.440  1.73
O 0.205 -0.824 -2.403  -0.22
H 0.703 -0.778 -3.251  0.42
O 0.410 -1.749 -0.444  -0.19
C 0.334 -1.828 -1.619  0.60

(7)
DFT (ωB97M-V/def2-TZVPD) results for a single C23H24N2O4S molecule.

Values from the calculation:
* maximum force: 1.0 eV Å⁻¹
* HOMO energy: -7.44 eV
* total energy: -1699.52033 Ha
* frontier orbital gap: 7.7 eV

Each line ends with the Mulliken charge.
Cartesian coordinates (Å):
C -1.736 -0.546 -9.520  -0.84
O -0.832 -0.547 -8.441  -0.45
C -1.313 -0.348 -7.187  0.87
C -0.367 -0.359 -6.158  -0.89
C -0.742 -0.171 -4.849  -0.41
C -2.083 0.041 -4.504  1.02
C -2.583 0.249 -3.171  -0.44
C -1.991 0.230 -1.952  -0.05
S -0.282 -0.100 -1.733  -0.38
C -0.060 -0.011 0.002  0.98
C 1.236 -0.246 0.451  -1.14
C 1.549 -0.188 1.791  -1.03
C 0.542 0.114 2.704  0.21
C 0.756 0.183 4.180  0.41
O -0.146 -0.018 4.973  -0.69
N 2.002 0.543 4.566  -0.16
C 2.433 0.479 5.938  -1.20
C 3.445 -0.665 6.121  0.51
C 4.050 -0.692 7.530  -0.73
C 5.358 0.076 7.344  -0.59
C 5.741 -0.327 5.923  -0.50
O 4.525 -0.469 5.210  -0.47
C -0.755 0.322 2.253  -0.38
C -1.093 0.270 0.901  0.33
N -2.406 0.488 0.491  0.05
C -3.396 0.740 1.524  -1.36
C -2.881 0.492 -0.800  0.88
O -4.064 0.715 -1.007  -0.72
C -3.017 0.056 -5.548  -0.98
C -2.651 -0.135 -6.864  -0.44
H -1.134 -0.723 -10.409  0.24
H -2.479 -1.344 -9.422  0.34
H -2.247 0.417 -9.615  0.34
H 0.667 -0.520 -6.420  0.42
H 0.022 -0.182 -4.090  0.32
H -3.647 0.454 -3.125  0.43
H 1.993 -0.479 -0.282  0.37
H 2.557 -0.407 2.109  0.43
H 2.744 0.609 3.887  0.25
H 1.546 0.305 6.552  0.46
H 2.898 1.430 6.217  0.31
H 2.949 -1.610 5.865  0.27
H 3.387 -0.235 8.262  0.33
H 4.256 -1.719 7.833  0.35
H 6.119 -0.196 8.071  0.38
H 5.182 1.151 7.400  0.24
H 6.351 0.417 5.406  0.29
H 6.277 -1.286 5.924  0.28
H -1.492 0.524 3.012  0.63
H -3.448 -0.102 2.215  0.40
H -3.157 1.654 2.069  0.38
H -4.359 0.860 1.031  0.37
H -4.059 0.221 -5.316  0.36
H -3.411 -0.116 -7.628  0.38

Q: Number 4 is which compound?
A: C4H9NS2

Q: What is the HOMO energy in the seventh record?
A: -7.44 eV

Q: What is the HOMO energy in the fifth record?
A: -1.50 eV